Entry from the Open Molecules 2025 dataset: a cluster of 5 separate species, C2H15NO4 in total at a distorted geometry (ωB97M-V/def2-TZVPD).

- LUMO (alpha / beta): 2.994 / 3.001 eV
- E_HOMO (alpha / beta): 0.816 / -5.906 eV
- Charge: -1
- Calculated total energy: -440.839941 hartree
- ⟨S²⟩: 0.75
- 2S+1: 2

Element x y z (Å)
C -3.26 0.34 -1.04
C -2.19 0.48 0.07
N -1.06 -0.39 -0.07
H -3.02 0.89 -1.93
H -4.12 0.87 -0.60
H -3.61 -0.70 -1.05
H -2.68 0.45 1.04
H -1.81 1.49 -0.11
H -0.79 -1.01 0.67
H -0.24 -0.07 -0.55
H -0.88 3.75 -0.86
H -0.99 4.04 -2.44
O -1.39 3.64 -1.66
H 5.34 -0.54 1.33
H 4.73 -1.90 0.83
O 4.59 -1.14 1.41
H 0.36 -1.49 -2.23
H -0.02 -2.71 -1.34
O 0.30 -2.44 -2.22
H 2.76 -0.35 2.91
H 1.63 -1.38 3.13
O 1.92 -0.50 3.38